1.
This record from OMol25 describes a 2-piece molecular cluster, C3H10BN overall. The level of theory is the ωB97M-V functional and the def2-TZVPD basis.

The geometry in XYZ format:
```
15
Properties=species:S:1:pos:R:3
B -0.454 0.526 -0.853
C 0.553 0.002 -1.945
C 0.847 -0.720 0.728
C -0.993 0.491 1.612
N -0.331 0.059 0.414
H -1.766 1.497 -1.162
H 1.605 0.095 -1.655
H 0.325 0.356 -3.024
H 0.347 -1.036 -2.045
H 1.345 -0.958 -0.219
H 1.548 -0.278 1.361
H 0.504 -1.761 1.264
H -1.202 1.619 1.487
H -1.947 -0.032 1.573
H -0.381 0.141 2.463
```

Summary:
- energy relative to the best compared isomer or geometry (same formula, charge and spin) (kJ/mol) = 230.84
- highest occupied orbital energy (eV) = -9.6177
- LUMO energy (eV) = 0.834

Results of the Löwdin charge analysis, in e, for atoms 1 through 6: atom 1 (B): -0.3561, atom 2 (C): -0.1001, atom 3 (C): -0.0937, atom 4 (C): -0.0828, atom 5 (N): -0.2049, atom 6 (H): 0.1101

=====

2.
This record from OMol25 describes a 2-piece molecular cluster, C3H10Cl2OSi2 overall. The level of theory is the ωB97M-V functional and the def2-TZVPD basis.

The geometry in XYZ format:
```
18
Properties=species:S:1:pos:R:3
C -1.651 -0.833 0.165
C -0.550 1.394 0.158
C -0.282 -0.088 0.369
O 2.364 -0.129 -0.993
Si 3.771 0.457 -0.754
Si 0.914 -0.742 -0.893
Cl 3.878 1.553 0.901
Cl 1.072 -3.389 0.714
H -1.959 -1.147 1.229
H -2.485 -0.148 -0.060
H -1.520 -1.756 -0.442
H -1.196 1.503 -0.729
H 0.390 1.972 -0.145
H -1.111 1.613 1.021
H 0.093 -0.479 1.363
H 4.051 1.344 -1.991
H 4.812 -0.597 -0.707
H 0.603 -1.664 -1.967
```

Summary:
- energy relative to the best compared isomer or geometry (same formula, charge and spin) (kJ/mol) = 229.42
- highest occupied orbital energy (eV) = -8.8713
- LUMO energy (eV) = -0.898

Results of the Löwdin charge analysis, in e, for atoms 1 through 6: atom 1 (C): -0.1397, atom 2 (C): -0.1277, atom 3 (C): -0.5215, atom 4 (O): -0.4069, atom 5 (Si): -0.0048, atom 6 (Si): 0.7244

=====

3.
This record from OMol25 describes an isolated ion of composition C3H10ClN2O2S and charge +1. The level of theory is the ωB97M-V functional and the def2-TZVPD basis.

The geometry in XYZ format:
```
19
Properties=species:S:1:pos:R:3
C 1.949 1.257 1.478
C -0.471 -1.089 0.391
C -1.533 -1.178 -0.713
N 0.796 -0.699 -0.193
N -1.965 0.182 -1.129
O 2.276 1.078 -1.158
O 0.022 1.604 -0.321
S 1.295 0.912 -0.155
Cl 2.122 -1.793 0.004
H 2.255 2.297 1.483
H 1.175 1.085 2.215
H 2.806 0.615 1.641
H -0.779 -0.368 1.153
H -0.360 -2.067 0.862
H -2.392 -1.752 -0.363
H -1.090 -1.688 -1.568
H -2.769 0.508 -0.587
H -2.197 0.228 -2.124
H -1.142 0.868 -0.916
```

Summary:
- structure (SMILES) = CS(=O)(=O)N(Cl)CC[NH3+]
- highest occupied orbital energy (eV) = -14.0061
- total charge = +1
- LUMO energy (eV) = -3.195

Results of the Löwdin charge analysis, in e, for atoms 1 through 6: atom 1 (C): -0.0982, atom 2 (C): -0.2470, atom 3 (C): -0.1275, atom 4 (N): -0.6587, atom 5 (N): 0.1688, atom 6 (O): -0.2456

=====

4.
This record from OMol25 describes a 2-piece molecular cluster, C3H10ClNOP overall. The level of theory is the ωB97M-V functional and the def2-TZVPD basis.

The geometry in XYZ format:
```
17
Properties=species:S:1:pos:R:3
C 1.691 0.353 -0.525
C 0.284 -0.236 1.535
C -0.613 1.179 -0.280
N 0.274 0.027 0.046
O -3.914 -1.311 -1.177
P -3.874 -0.468 0.164
Cl -5.575 0.579 0.153
H 2.337 -0.421 -0.187
H 1.795 0.492 -1.656
H 2.122 1.309 -0.149
H -0.807 -0.272 1.754
H 0.763 -1.249 1.753
H 0.482 0.734 2.118
H -0.589 1.275 -1.336
H -0.541 1.951 0.396
H -0.008 -0.877 -0.426
H -4.777 -1.498 -1.502
```

Summary:
- energy relative to the best compared isomer or geometry (same formula, charge and spin) (kJ/mol) = 258.65
- highest occupied orbital energy (alpha / beta) (eV) = -10.7176 / -13.7850
- total charge = +1
- LUMO energy (alpha / beta) (eV) = -4.942 / -3.622

Results of the Löwdin charge analysis, in e, for atoms 1 through 6: atom 1 (C): 0.0055, atom 2 (C): -0.0156, atom 3 (C): 0.0913, atom 4 (N): -0.2402, atom 5 (O): -0.4358, atom 6 (P): 0.3849

=====

5.
This record from OMol25 describes an isolated ion of composition C3H10FN3 and charge +2. The level of theory is the ωB97M-V functional and the def2-TZVPD basis.

The geometry in XYZ format:
```
17
Properties=species:S:1:pos:R:3
C -0.029 1.458 -0.551
C -0.213 0.171 -0.254
C 0.665 -0.566 0.717
N 1.693 -1.256 0.189
N -0.873 2.094 -1.647
N -0.420 -1.693 1.483
F -1.173 -0.543 -0.766
H 0.715 1.937 -0.005
H 0.803 0.171 1.541
H 2.534 -1.376 0.638
H 1.703 -1.384 -0.820
H -1.314 1.184 -2.062
H -0.314 2.747 -2.347
H -1.450 2.816 -1.288
H -0.821 -1.337 2.461
H -1.321 -1.791 1.030
H -0.185 -2.632 1.680
```

Summary:
- energy relative to the best compared isomer or geometry (same formula, charge and spin) (kJ/mol) = 61.78
- structure (SMILES) = N[C@H]([NH3+])/C(F)=C/[NH3+]
- highest occupied orbital energy (eV) = -18.7620
- total charge = +2
- LUMO energy (eV) = -7.542

Results of the Löwdin charge analysis, in e, for atoms 1 through 6: atom 1 (C): 0.0555, atom 2 (C): -0.2655, atom 3 (C): -0.2073, atom 4 (N): 0.1664, atom 5 (N): 0.2346, atom 6 (N): 0.2148

=====

6.
This record from OMol25 describes an isolated ion of composition C3H10IN2 and charge +1. The level of theory is the ωB97M-V functional and the def2-TZVPD basis.

The geometry in XYZ format:
```
16
Properties=species:S:1:pos:R:3
C 1.931 -0.715 -0.443
C -1.371 -0.191 0.441
C 1.128 0.152 -1.253
N -0.077 0.717 -0.424
N -2.317 0.548 1.022
I 2.452 1.947 -1.738
H 2.674 -0.263 0.186
H 1.226 -1.312 0.208
H 2.420 -1.450 -1.080
H -1.786 -0.864 -0.348
H -0.983 -0.840 1.271
H 1.045 -0.238 -2.203
H -0.446 1.419 -0.969
H 0.337 1.292 0.398
H -2.053 0.985 1.850
H -2.762 1.146 0.392
```

Summary:
- energy relative to the best compared isomer or geometry (same formula, charge and spin) (kJ/mol) = 162.76
- structure (SMILES) = C[C@H](I)[NH2+]CN
- highest occupied orbital energy (eV) = -13.4472
- total charge = +1
- LUMO energy (eV) = -4.042

Results of the Löwdin charge analysis, in e, for atoms 1 through 6: atom 1 (C): -0.1992, atom 2 (C): -0.1419, atom 3 (C): -0.6264, atom 4 (N): 0.0500, atom 5 (N): 0.0875, atom 6 (I): 0.8013

=====

Calculated molecular weight (u), listed in the same order as above: 70.9 189.2 173.6 142.5 107.1 201.0